(1)
{
  "formula": "C34H42BBrLuN9O2P",
  "method": "ωB97M-V/def2-TZVPD",
  "homo_ha": -0.3860,
  "homo_lumo_gap_ha": 0.270,
  "de_lowest_kcal_mol": 7.9,
  "total_charge": 1,
  "species": ["Lu", "Br", "C", "C", "C", "C", "O", "C", "C", "N", "C", "C", "C", "C", "C", "C", "C", "C", "N", "C", "C", "H", "H", "H", "H", "H", "H", "H", "H", "H", "H", "B", "N", "C", "C", "C", "N", "N", "C", "C", "C", "N", "H", "H", "H", "H", "H", "H", "H", "H", "O", "P", "N", "C", "C", "C", "C", "N", "C", "C", "C", "C", "N", "C", "C", "C", "C", "H", "H", "H", "H", "H", "H", "H", "H", "H", "H", "H", "H", "H", "H", "H", "H", "H", "H", "H", "H", "H", "H", "H", "H"],
  "xyz": [[-1.2927, 0.3862, -0.8220], [-2.9240, -0.3911, 6.5471], [-2.7827, -0.4627, 4.6661], [-2.8046, -1.7013, 4.0144], [-2.6793, -1.7694, 2.6460], [-2.5117, -0.6079, 1.8705], [-2.3778, -0.7002, 0.5724], [-2.5073, 0.6360, 2.5351], [-2.4392, 1.9006, 1.8493], [-2.2777, 2.1012, 0.5871], [-2.4275, 3.4235, 0.0736], [-2.9166, 4.4998, 0.7652], [-3.0362, 5.7686, 0.1603], [-2.6965, 5.9482, -1.1468], [-2.2367, 4.8486, -1.9072], [-1.9322, 4.9534, -3.2842], [-1.5409, 3.8502, -3.9787], [-1.4305, 2.6283, -3.2923], [-1.6913, 2.4940, -2.0102], [-2.1022, 3.5880, -1.2986], [-2.6549, 0.6875, 3.9354], [-2.9273, -2.6066, 4.5946], [-2.7118, -2.7212, 2.1310], [-2.5777, 2.7602, 2.5055], [-3.2433, 4.3982, 1.7905], [-3.4169, 6.5949, 0.7447], [-2.7962, 6.9147, -1.6236], [-2.0279, 5.9157, -3.7726], [-1.3158, 3.8874, -5.0346], [-1.1290, 1.7366, -3.8247], [-2.6551, 1.6496, 4.4339], [-0.9319, -0.8330, -4.4787], [0.3430, -0.3094, -3.7205], [1.4972, -0.0290, -4.3307], [2.2928, 0.7177, -3.4743], [1.5228, 0.8380, -2.3255], [0.3463, 0.2170, -2.4775], [-1.9416, -1.4886, -3.5015], [-2.6602, -2.5791, -3.7769], [-3.6860, -2.6970, -2.8519], [-3.5150, -1.6011, -2.0207], [-2.4651, -0.8632, -2.4140], [-0.5766, -1.6722, -5.2684], [-1.4654, 0.1128, -5.0243], [1.6699, -0.3648, -5.3399], [3.2811, 1.1021, -3.6590], [1.7559, 1.3355, -1.3964], [-2.4093, -3.1868, -4.6302], [-4.4394, -3.4622, -2.7953], [-4.0766, -1.3160, -1.1468], [0.4249, 0.3420, 0.5668], [1.4819, -0.7365, 0.8287], [1.2246, -1.2482, 2.3598], [0.6986, -0.3705, 3.4362], [1.4448, -0.8374, 4.6834], [1.6969, -2.3159, 4.4011], [2.0748, -2.3131, 2.9243], [3.0317, -0.2289, 0.7445], [3.9654, -0.2491, -0.4055], [4.7595, 1.0421, -0.2524], [4.8257, 1.2257, 1.2599], [3.4300, 0.8186, 1.7192], [1.3135, -1.9684, -0.2370], [2.3588, -2.9400, -0.6408], [1.5599, -4.0420, -1.3234], [0.2801, -4.1023, -0.5002], [-0.0214, -2.6336, -0.2152], [-0.3699, -0.5255, 3.5475], [0.8637, 0.6826, 3.2077], [0.8633, -0.6652, 5.5883], [2.3961, -0.3093, 4.7869], [0.7757, -2.8844, 4.5467], [2.4722, -2.7564, 5.0251], [1.8768, -3.2689, 2.4366], [3.1370, -2.0757, 2.7904], [3.4329, -0.3007, -1.3500], [4.6228, -1.1180, -0.3320], [4.2253, 1.8760, -0.7159], [5.7420, 0.9712, -0.7166], [5.0733, 2.2408, 1.5645], [5.5720, 0.5521, 1.6852], [2.7407, 1.6674, 1.6732], [3.4202, 0.4256, 2.7366], [2.9028, -3.3264, 0.2267], [3.0733, -2.4853, -1.3189], [2.1050, -4.9836, -1.3556], [1.3288, -3.7431, -2.3485], [0.4552, -4.6355, 0.4368], [-0.5440, -4.5891, -1.0187], [-0.5056, -2.4902, 0.7506], [-0.6878, -2.2327, -0.9907]],
  "forces_ev_per_a": [[-0.12, 0.94, -0.15], [0.00, 0.00, 0.05], [0.01, -0.04, -0.04], [0.00, -0.02, -0.04], [-0.03, -0.06, 0.09], [-0.02, -0.10, -0.34], [-0.28, -0.26, 0.51], [0.01, 0.29, 0.04], [-0.09, -0.06, 0.19], [0.11, -0.03, -0.27], [0.04, -0.20, 0.07], [-0.04, 0.15, 0.05], [0.01, -0.08, 0.04], [0.01, -0.01, -0.04], [-0.02, 0.10, -0.06], [-0.03, 0.09, 0.02], [0.02, -0.07, 0.00], [-0.04, 0.06, -0.03], [0.13, -0.20, 0.26], [0.02, -0.09, -0.13], [0.02, 0.03, -0.02], [0.00, 0.00, 0.00], [0.00, 0.00, 0.02], [-0.01, -0.04, 0.03], [0.00, 0.03, -0.01], [0.00, -0.01, 0.01], [0.00, 0.00, 0.00], [0.00, 0.00, 0.01], [0.00, 0.00, 0.01], [0.00, 0.01, -0.02], [-0.01, -0.01, 0.00], [0.00, 0.00, -0.05], [-0.05, -0.07, -0.01], [0.02, 0.01, 0.00], [-0.03, -0.03, -0.04], [0.01, 0.10, -0.06], [0.17, 0.01, -0.14], [0.06, 0.03, 0.02], [-0.02, -0.02, -0.01], [0.04, -0.01, -0.03], [-0.06, -0.01, 0.00], [0.01, -0.12, 0.11], [-0.02, 0.08, 0.05], [0.03, -0.07, 0.06], [0.00, 0.00, 0.01], [-0.01, 0.00, 0.00], [-0.02, -0.01, 0.00], [0.01, 0.00, 0.01], [0.00, 0.01, 0.00], [0.02, -0.01, 0.02], [0.13, -0.39, -0.28], [-0.28, 0.28, -0.05], [0.02, 0.11, 0.21], [0.10, -0.09, -0.03], [-0.02, 0.02, 0.03], [-0.02, -0.02, -0.01], [-0.06, 0.03, 0.00], [0.17, 0.09, -0.13], [-0.06, 0.04, 0.08], [0.05, -0.02, -0.04], [0.00, 0.03, 0.03], [0.05, -0.12, -0.03], [-0.05, -0.29, 0.13], [-0.07, 0.06, 0.01], [0.00, 0.02, -0.04], [-0.03, -0.03, 0.01], [0.14, 0.00, -0.03], [-0.06, -0.04, 0.00], [0.00, 0.01, -0.01], [0.02, 0.00, 0.00], [-0.01, 0.00, 0.00], [0.01, -0.01, 0.00], [0.00, 0.01, 0.00], [-0.02, 0.00, -0.01], [0.02, -0.01, 0.00], [0.01, -0.06, 0.00], [0.03, 0.00, 0.04], [-0.02, -0.01, 0.02], [-0.01, 0.02, -0.01], [0.01, 0.00, 0.00], [-0.01, 0.00, 0.01], [-0.02, 0.02, -0.01], [0.00, -0.02, 0.01], [0.00, 0.01, 0.01], [0.02, 0.05, -0.03], [-0.01, 0.00, 0.01], [0.02, 0.00, 0.00], [0.01, 0.00, 0.00], [0.00, -0.01, 0.01], [-0.05, 0.01, 0.00], [0.14, 0.01, -0.08]]
}

(2)
{
  "formula": "C34H42BF9N4O17S",
  "method": "ωB97M-V/def2-TZVPD",
  "smiles": "[H]/N=C(/C)Cc1c(B(O)O)c(C(F)(F)C(F)(F)C(F)(F)C(F)(F)F)c(CN)c2nsnc12.C[C@@H]1COC(=O)O1.C[C@@H]1COC(=O)O1.C[C@@H]1COC(=O)O1.C[C@@H]1COC(=O)O1.C[C@@H]1COC(=O)O1",
  "homo_ha": -0.2900,
  "homo_lumo_gap_ha": 0.236,
  "species": ["C", "C", "N", "C", "C", "C", "B", "O", "O", "C", "C", "F", "F", "C", "F", "F", "C", "F", "F", "C", "F", "F", "F", "C", "C", "N", "C", "N", "S", "N", "C", "H", "H", "H", "H", "H", "H", "H", "H", "H", "H", "H", "H", "C", "C", "C", "O", "C", "O", "O", "H", "H", "H", "H", "H", "H", "C", "C", "C", "O", "C", "O", "O", "H", "H", "H", "H", "H", "H", "C", "C", "C", "O", "C", "O", "O", "H", "H", "H", "H", "H", "H", "C", "C", "C", "O", "C", "O", "O", "H", "H", "H", "H", "H", "H", "C", "C", "C", "O", "C", "O", "O", "H", "H", "H", "H", "H", "H"],
  "xyz": [[0.2622, 1.1088, 1.6846], [1.2694, 0.4550, 0.5206], [2.6290, 0.5050, 0.7081], [0.4996, -0.1624, -0.8038], [-0.2059, -1.6501, -0.5062], [0.7011, -3.0550, -0.5104], [2.3127, -2.7561, -0.7798], [3.3285, -2.6306, 0.2902], [2.8245, -2.5662, -2.1833], [0.0364, -4.5654, -0.2689], [0.9860, -5.8976, -0.2780], [0.3010, -7.2031, -0.2519], [1.7613, -5.9464, -1.5791], [2.1271, -5.9307, 0.9040], [2.0267, -4.8133, 1.8885], [3.4796, -5.7553, 0.2509], [2.2379, -7.3148, 1.7630], [3.4364, -7.1211, 2.6683], [2.6239, -8.5203, 0.9358], [0.9902, -7.6122, 2.7939], [1.5314, -7.8765, 4.1539], [0.3932, -8.9233, 2.3379], [-0.1119, -6.6283, 2.7458], [-1.6176, -4.5550, 0.0035], [-2.4555, -5.9345, 0.2416], [-3.9545, -5.8432, 0.2120], [-2.4251, -3.1273, 0.0384], [-3.9040, -2.7972, 0.3070], [-4.3102, -1.0848, 0.2011], [-2.7175, -0.3929, -0.1654], [-1.8101, -1.6281, -0.2169], [0.5909, 2.2429, 1.8582], [-0.8379, 1.1874, 1.2281], [0.2798, 0.5075, 2.6916], [3.0802, 0.0821, -0.1339], [-0.3898, 0.6000, -1.0345], [1.1606, -0.1654, -1.7816], [4.2580, -2.8217, -0.0500], [3.4441, -3.3420, -2.3704], [-2.1648, -6.5317, 1.2245], [-2.1583, -6.6654, -0.6551], [-4.3018, -5.3206, -0.6462], [-4.2358, -5.3574, 1.0922], [6.7488, 1.7359, 2.0061], [6.7480, 2.4440, 0.6659], [6.3079, 3.8743, 0.7495], [5.7530, 4.1039, -0.5324], [5.3071, 2.8891, -0.9821], [4.5846, 2.7393, -1.9516], [5.7813, 1.8742, -0.2013], [5.7286, 1.5950, 2.3797], [7.1833, 0.7358, 1.9031], [7.3285, 2.2893, 2.7509], [7.7311, 2.3550, 0.1882], [7.1439, 4.5544, 0.9350], [5.5311, 4.0504, 1.5021], [-5.5285, -6.6996, -4.9709], [-5.1362, -5.2501, -4.7652], [-3.8082, -5.0837, -4.0902], [-3.9510, -3.8416, -3.4262], [-5.2886, -3.6933, -3.1704], [-5.7555, -2.8489, -2.4265], [-6.0238, -4.6143, -3.8601], [-5.7427, -7.1910, -4.0154], [-6.4468, -6.7604, -5.5647], [-4.7435, -7.2569, -5.4907], [-5.1719, -4.7076, -5.7175], [-2.9822, -5.0454, -4.8057], [-3.5969, -5.8563, -3.3424], [-6.0915, 3.8722, 2.8362], [-4.8754, 4.0711, 1.9536], [-4.9477, 3.3136, 0.6623], [-3.5838, 3.0860, 0.3591], [-2.9214, 3.0634, 1.5580], [-1.7735, 2.6807, 1.7008], [-3.7176, 3.5271, 2.5657], [-6.1361, 2.8483, 3.2235], [-6.0358, 4.5326, 3.7082], [-7.0179, 4.0903, 2.2964], [-4.7013, 5.1400, 1.7814], [-5.4274, 3.8931, -0.1313], [-5.4514, 2.3444, 0.7505], [-0.0990, 5.9911, -3.2264], [-0.3016, 4.9593, -2.1346], [0.9379, 4.1787, -1.8170], [0.4184, 2.9451, -1.3564], [-0.7982, 2.7879, -1.9663], [-1.4330, 1.7480, -1.9733], [-1.2013, 3.9492, -2.5605], [0.0729, 5.5120, -4.1966], [-1.0001, 6.6038, -3.3371], [0.7429, 6.6525, -3.0008], [-0.7178, 5.4321, -1.2371], [1.5407, 4.6572, -1.0401], [1.5703, 3.9859, -2.6909], [3.0872, 5.4520, 3.9726], [3.0864, 6.1601, 2.6324], [2.6463, 7.5904, 2.7160], [2.0913, 7.8200, 1.4341], [1.6455, 6.6052, 0.9844], [0.9230, 6.4554, 0.0149], [2.1197, 5.5904, 1.7652], [2.0670, 5.3111, 4.3462], [3.5217, 4.4519, 3.8696], [3.6669, 6.0055, 4.7174], [4.0694, 6.0711, 2.1547], [3.4823, 8.2706, 2.9015], [1.8694, 7.7666, 3.4686]],
  "forces_ev_per_a": [[0.35, 0.02, -1.56], [2.65, 0.15, 1.11], [-5.33, -0.41, -1.57], [-0.67, 0.01, 0.47], [0.19, -1.90, 0.22], [-3.56, 1.63, 0.67], [2.48, 0.35, -0.45], [-1.34, -1.22, -2.82], [-0.29, -2.27, 2.63], [-3.71, 3.44, 0.38], [-0.09, -0.23, -2.01], [1.63, 3.72, 0.27], [-2.20, 0.26, 3.60], [2.84, 1.55, 0.31], [-0.02, -3.79, -3.18], [-4.11, -0.58, 2.09], [3.53, -0.98, 1.02], [-3.69, -0.48, -2.90], [-1.78, 4.31, 2.70], [-1.70, -3.00, 0.71], [-2.46, 1.41, -4.73], [1.74, 4.48, 1.70], [4.17, -3.25, 0.51], [2.57, 1.26, -0.16], [0.40, -1.17, -1.14], [1.14, 1.04, 0.03], [-1.79, 4.16, 0.03], [3.10, 0.48, -0.74], [5.64, -3.46, -0.73], [0.88, -6.32, 0.51], [0.93, -1.02, -0.09], [-0.53, -2.68, -0.29], [3.01, -0.80, 1.15], [0.10, 1.11, -2.06], [-0.39, 0.32, 0.68], [1.94, -2.11, 0.57], [-1.01, -0.31, 2.17], [-1.90, 0.67, 0.42], [-1.09, 1.65, 0.25], [-0.36, 1.64, -1.99], [-0.42, 1.65, 1.95], [0.67, -0.59, 1.83], [-0.06, -0.24, -1.43], [-0.06, -0.53, -0.02], [0.45, -0.49, 1.21], [0.40, 0.67, 0.35], [-0.43, -0.61, -0.49], [-1.54, -0.51, -1.98], [1.63, 0.39, 2.14], [-0.45, 0.77, -0.88], [0.09, 0.19, -0.14], [-0.01, 0.19, 0.06], [-0.01, -0.01, -0.16], [-0.08, 0.12, -0.01], [-0.17, -0.01, -0.17], [0.06, -0.22, 0.05], [-0.54, -0.07, -0.07], [-0.05, -1.21, -0.66], [0.83, -0.22, -0.33], [-0.95, 0.36, 0.42], [-0.83, 1.80, 1.44], [0.98, -1.86, -1.65], [0.35, 0.87, 0.69], [0.22, 0.15, -0.07], [0.19, -0.02, 0.03], [-0.06, 0.15, 0.05], [0.09, 0.02, 0.11], [-0.08, 0.13, 0.21], [-0.14, -0.08, -0.11], [0.10, 0.12, 0.53], [-1.26, 0.22, 0.47], [-0.52, 0.12, -0.70], [0.82, -0.09, 0.87], [1.97, -0.64, 0.01], [-3.31, 1.84, -0.14], [0.86, -0.42, -0.59], [0.04, 0.09, -0.26], [-0.08, -0.06, -0.17], [0.16, 0.01, 0.00], [0.02, -0.10, -0.08], [0.22, -0.15, 0.03], [-0.05, 0.11, 0.15], [-0.43, 0.14, -0.24], [0.41, 1.32, -0.29], [1.00, 0.43, 0.28], [-1.30, -0.65, -0.46], [-0.78, -1.23, 0.10], [0.85, 2.29, -0.26], [-0.07, -1.48, 0.35], [0.12, -0.06, 0.22], [0.17, -0.02, 0.05], [-0.13, -0.14, 0.09], [0.15, -0.18, -0.13], [-0.24, -0.36, -0.21], [-0.14, 0.08, -0.05], [-0.02, -0.55, -0.05], [0.51, -0.41, 1.26], [0.42, 0.67, 0.46], [-0.55, -0.84, -0.69], [-1.13, -0.15, -1.53], [1.54, 0.59, 2.20], [-0.62, 0.74, -1.00], [0.13, 0.20, -0.11], [-0.03, 0.17, 0.06], [-0.04, 0.00, -0.16], [-0.08, 0.11, -0.03], [-0.19, -0.02, -0.17], [0.10, -0.18, 0.01]]
}